(1)
Below is one molecule with the formula C7H11OP, with properties calculated with ωB97M-V with the def2-TZVPD basis set.

For the LUMO energy, the calculation gives 0.06 eV. The orbital gap is 8.63 eV. The energy relative to the best compared isomer or geometry (same formula, charge and spin) is 4.023 eV. As for the multiplicity: 1. The largest force on an atom comes out at 2.58 eV Å⁻¹. The molar mass is 142.1 g mol⁻¹.

CARTESIAN COORDINATES (ANGSTROEM)
C 1.5479 -0.6166 -0.1790
C 1.0764 -1.6429 0.5227
C 0.8823 0.3834 -1.1219
C -1.4685 -0.7773 -0.1414
C 3.0569 -0.3712 -0.1488
C -2.9419 -0.8863 0.0629
C -0.8299 1.6610 0.9803
O -0.6254 -1.6137 0.2014
P -0.8344 0.9043 -0.7557
H 1.4144 1.2957 -1.1405
H 0.9105 -0.0627 -2.0787
H 3.2144 0.4195 0.5254
H 3.3008 0.0597 -1.1675
H 3.5647 -1.3059 0.0325
H -3.2266 -0.1963 0.9277
H -3.1703 -1.9463 0.4425
H -3.4194 -0.6336 -0.9541
H -1.2732 2.7140 1.0309
H 0.2129 1.6466 1.3874
H -1.3918 0.9686 1.5738

Per-atom natural (NBO) charges, elementary charge units: -0.26, 0.04, -0.73, 0.39, -0.61, -0.74, -0.91, -0.46, 0.68, 0.23, 0.25, 0.21, 0.20, 0.23, 0.26, 0.25, 0.26, 0.24, 0.25, 0.22

(2)
Below is a 2-piece molecular cluster, C7H12 overall, with properties calculated with ωB97M-V with the def2-TZVPD basis set.

For the LUMO energy, the calculation gives 0.09 eV. The orbital gap is 9.23 eV. The energy relative to the best compared isomer or geometry (same formula, charge and spin) is 6.185 eV. As for the multiplicity: 1. The largest force on an atom comes out at 3.49 eV Å⁻¹. The molar mass is 96.2 g mol⁻¹.

CARTESIAN COORDINATES (ANGSTROEM)
C -2.2417 0.6792 0.6365
C -1.9274 -0.0628 -0.6414
C -0.3942 -0.2100 -0.5635
C 0.4712 -0.9000 -1.6205
C 1.7816 -0.7485 -0.9515
C 2.3616 -0.3393 0.0301
C 2.5376 0.2885 1.3335
H -2.8368 0.1331 1.3717
H -0.4163 0.8408 1.4902
H -2.5804 1.7104 0.5120
H -2.3961 -1.0572 -0.6994
H -2.1998 0.4912 -1.5535
H -0.2210 -0.7134 0.3921
H -0.0213 0.8115 -0.4363
H 0.1808 -1.9462 -1.7589
H 0.4164 -0.3881 -2.5861
H 1.4334 0.6099 1.6190
H 3.1526 1.1963 1.3151
H 2.8998 -0.3956 2.1109

Per-atom natural (NBO) charges, elementary charge units: -0.32, -0.49, -0.35, -0.47, -0.01, -0.01, -0.68, 0.20, -0.06, 0.20, 0.21, 0.21, 0.21, 0.21, 0.22, 0.22, 0.24, 0.23, 0.23

(3)
Below is a 2-piece molecular cluster, C7H12 overall, with properties calculated with ωB97M-V with the def2-TZVPD basis set.

For the LUMO energy (alpha / beta), the calculation gives -0.99 / 0.42 eV. The orbital gap (alpha / beta) is 6.67 / 9.13 eV. The energy relative to the best compared isomer or geometry (same formula, charge and spin) is 6.994 eV. As for the multiplicity: 1. The largest force on an atom comes out at 2.89 eV Å⁻¹. The molar mass is 96.2 g mol⁻¹.

CARTESIAN COORDINATES (ANGSTROEM)
C 1.5773 -0.6271 2.5622
C 1.9609 -0.1242 1.2922
C 0.6196 -0.0515 0.3351
C 1.0229 0.4896 -1.0570
C -0.2342 0.5341 -1.7786
C -1.4260 0.4411 -2.0025
C -2.8129 0.1932 -1.8083
H 1.2051 0.0313 3.3410
H -2.3619 -0.4527 0.5347
H 1.6064 -1.6902 2.7813
H 2.3258 0.9084 1.3113
H 2.6543 -0.7745 0.7487
H -0.1055 0.5920 0.8338
H 0.1948 -1.0540 0.2763
H 1.4813 1.4806 -0.9556
H 1.7578 -0.1766 -1.5233
H -2.7881 -0.1619 -0.6222
H -3.2222 -0.6334 -2.3959
H -3.4552 1.0758 -1.8732

Per-atom natural (NBO) charges, elementary charge units: -0.30, -0.48, -0.35, -0.48, 0.02, -0.04, -0.61, 0.17, 0.01, 0.17, 0.21, 0.21, 0.21, 0.21, 0.23, 0.23, 0.14, 0.23, 0.23

(4)
Below is a 2-piece molecular cluster, C7H12 overall, with properties calculated with ωB97M-V with the def2-TZVPD basis set.

The structure (SMILES) is CC1=C[C@@H](C)C=C1.[H][H]. For the LUMO energy, the calculation gives 1.12 eV. The orbital gap is 9.38 eV. The energy relative to the best compared isomer or geometry (same formula, charge and spin) is 1.709 eV. As for the multiplicity: 1. The largest force on an atom comes out at 0.86 eV Å⁻¹. The molar mass is 96.2 g mol⁻¹.

CARTESIAN COORDINATES (ANGSTROEM)
C -2.4547 0.3467 0.1133
C -0.9834 0.4236 -0.0856
C -0.0228 0.3274 0.8466
C 1.3258 0.5210 0.2158
C 2.3020 -0.6434 0.4217
C 0.9721 0.7434 -1.2324
C -0.3586 0.6898 -1.3892
H -2.7663 -0.2559 0.9693
H -3.0173 0.0387 -0.7751
H -2.6715 1.3886 0.3289
H -0.1750 0.1314 1.9049
H 1.7767 1.4357 0.6288
H 1.8907 -1.5652 -0.0039
H 2.4969 -0.8137 1.4861
H 3.2598 -0.4368 -0.0693
H 1.7100 0.9037 -2.0092
H -0.9136 0.7931 -2.3188
H -1.5206 -2.1381 0.3793
H -0.8502 -1.8900 0.5887

Per-atom natural (NBO) charges, elementary charge units: -0.65, -0.01, -0.21, -0.30, -0.59, -0.16, -0.24, 0.22, 0.22, 0.23, 0.21, 0.23, 0.21, 0.21, 0.21, 0.21, 0.21, -0.02, 0.01

(5)
Below is a 2-piece molecular cluster, C7H12 overall, with properties calculated with ωB97M-V with the def2-TZVPD basis set.

The structure (SMILES) is CC1C=CC=C1.C. For the LUMO energy, the calculation gives 1.04 eV. The orbital gap is 9.61 eV. The energy relative to the best compared isomer or geometry (same formula, charge and spin) is 0.859 eV. As for the multiplicity: 1. The largest force on an atom comes out at 0.36 eV Å⁻¹. The molar mass is 96.2 g mol⁻¹.

CARTESIAN COORDINATES (ANGSTROEM)
C -1.2134 -0.0571 1.4789
C -1.2132 -0.8917 0.1895
C -0.0429 -1.8325 0.0291
C 0.5531 -1.6169 -1.1554
C -0.1493 -0.5224 -1.8500
C -1.1595 -0.0842 -1.0816
H -0.3145 0.5672 1.5618
H -1.2660 -0.7142 2.3526
H -2.0868 0.6043 1.5173
H -2.1325 -1.5033 0.1626
H 0.2537 -2.5589 0.7813
H 1.4136 -2.1525 -1.5492
H 0.1101 -0.1506 -2.8359
H -1.8636 0.7112 -1.3180
C 1.8281 2.0282 0.3349
H 2.0139 2.9303 -0.2497
H 1.5183 1.1872 -0.2967
H 2.7219 1.7616 0.9045
H 1.0289 2.2944 1.0241

Per-atom natural (NBO) charges, elementary charge units: -0.59, -0.31, -0.17, -0.24, -0.24, -0.17, 0.22, 0.21, 0.21, 0.24, 0.21, 0.22, 0.22, 0.21, -0.85, 0.21, 0.22, 0.21, 0.21

(6)
Below is one molecule with the formula C7H12, with properties calculated with ωB97M-V with the def2-TZVPD basis set.

The structure (SMILES) is C=C1[C@@H](C)C1(C)C. For the LUMO energy, the calculation gives 0.99 eV. The orbital gap is 10.43 eV. The energy relative to the best compared isomer or geometry (same formula, charge and spin) is 3.270 eV. As for the multiplicity: 1. The largest force on an atom comes out at 6.20 eV Å⁻¹. The molar mass is 96.2 g mol⁻¹.

CARTESIAN COORDINATES (ANGSTROEM)
C 1.5902 1.8973 0.3079
C 0.8503 0.8845 -0.0408
C 0.6727 -0.3270 -0.8682
C 1.4195 -1.4651 -0.2477
C -0.5018 0.2372 -0.0492
C -1.7164 0.7696 -0.8537
C -1.1109 -0.4563 1.2351
H 1.0788 2.5984 1.1407
H 2.5156 2.0607 -0.0248
H 0.5185 -0.3561 -1.8913
H 1.7465 -1.2197 0.6850
H 2.2684 -1.8294 -0.9708
H 0.9215 -2.4568 -0.1507
H -1.8262 1.7779 -0.5341
H -2.7077 0.1672 -0.5480
H -1.4412 0.7441 -1.8794
H -0.2815 -0.5042 1.9666
H -1.1536 -1.4826 0.9013
H -1.9905 0.1416 1.6130

Per-atom natural (NBO) charges, elementary charge units: -0.38, 0.02, -0.28, -0.60, -0.06, -0.59, -0.63, 0.19, 0.19, 0.22, 0.21, 0.21, 0.20, 0.21, 0.21, 0.21, 0.21, 0.22, 0.23

(7)
Below is C7H12 as an isolated structure, with properties calculated with ωB97M-V with the def2-TZVPD basis set.

For the LUMO energy, the calculation gives -2.10 eV. The orbital gap is 3.88 eV. The energy relative to the best compared isomer or geometry (same formula, charge and spin) is 8.209 eV. As for the multiplicity: 1. The largest force on an atom comes out at 3.48 eV Å⁻¹. The molar mass is 96.2 g mol⁻¹.

CARTESIAN COORDINATES (ANGSTROEM)
C -2.1963 -0.0128 2.1122
C -2.2712 0.3694 0.7463
C -0.4091 0.5044 0.2599
C 0.4982 0.1398 -0.9992
C 0.4135 0.9460 -2.1456
C 2.4469 -1.0934 0.4006
C 1.5173 -0.8842 -0.7911
H 2.1551 -1.9274 1.0189
H -2.3805 0.7149 2.8640
H -2.6901 -0.9616 2.3238
H -2.5178 1.3498 0.4697
H -2.7680 -0.4294 -0.0144
H -0.1972 1.4958 0.7125
H -0.1705 -0.3305 0.7996
H -0.3939 1.7195 -2.1462
H 1.1393 1.1125 -2.9200
H 2.4349 -0.2009 1.0459
H 3.4737 -1.2879 0.1552
H 1.9196 -1.0694 -1.8077

Per-atom natural (NBO) charges, elementary charge units: -0.43, -0.41, -0.43, -0.09, -0.23, -0.66, -0.19, 0.23, 0.19, 0.19, 0.21, 0.21, 0.20, 0.19, 0.19, 0.20, 0.22, 0.22, 0.19

(8)
Below is one molecule with the formula C7H12, with properties calculated with ωB97M-V with the def2-TZVPD basis set.

The structure (SMILES) is C=C(C)C(=C)CC. For the LUMO energy, the calculation gives 0.95 eV. The orbital gap is 9.68 eV. The energy relative to the best compared isomer or geometry (same formula, charge and spin) is 1.827 eV. As for the multiplicity: 1. The largest force on an atom comes out at 2.87 eV Å⁻¹. The molar mass is 96.2 g mol⁻¹.

CARTESIAN COORDINATES (ANGSTROEM)
C 0.8891 -0.3618 -1.7601
C 0.4485 -0.7418 -0.5610
C 0.6781 -2.2004 -0.1678
C -0.5175 0.0223 0.3381
C -1.6054 -0.6755 0.6651
C -0.4582 1.5290 0.1249
C 0.3699 2.2491 1.1759
H 1.2626 -1.1192 -2.4380
H 1.0483 0.6398 -2.1400
H 0.6378 -2.2057 0.9214
H -0.0727 -2.7993 -0.6309
H 1.6308 -2.6904 -0.3525
H -1.5490 -1.7513 0.6527
H -2.4544 -0.1636 1.1011
H -1.5099 1.8088 0.2169
H -0.0293 1.6694 -0.8577
H 1.2975 1.7139 1.4032
H -0.1633 2.2651 2.1293
H 0.6684 3.2815 0.9991

Per-atom natural (NBO) charges, elementary charge units: -0.42, 0.00, -0.66, 0.00, -0.38, -0.44, -0.60, 0.19, 0.20, 0.22, 0.22, 0.22, 0.20, 0.20, 0.21, 0.22, 0.21, 0.20, 0.21

(9)
Below is one molecule with the formula C7H12, with properties calculated with ωB97M-V with the def2-TZVPD basis set.

The structure (SMILES) is C=C/C=C/CCC. For the LUMO energy, the calculation gives 0.47 eV. The orbital gap is 8.40 eV. The energy relative to the best compared isomer or geometry (same formula, charge and spin) is 3.506 eV. As for the multiplicity: 1. The largest force on an atom comes out at 4.98 eV Å⁻¹. The molar mass is 96.2 g mol⁻¹.

CARTESIAN COORDINATES (ANGSTROEM)
C 3.8079 0.6291 -1.0337
C 2.5934 0.8694 -0.4219
C 1.4103 0.0997 -0.6022
C 0.0817 0.2369 -0.1648
C -0.9510 -0.8501 -0.3641
C -2.3953 -0.3892 0.1117
C -2.3998 -0.1808 1.6555
H 4.0506 -0.4352 -1.1779
H 4.3979 1.3948 -1.5633
H 2.6481 1.8081 -0.0019
H 1.4603 -0.8656 -1.2905
H -0.2251 1.0790 0.5260
H -0.9296 -1.0213 -1.4070
H -0.4674 -1.6421 0.3176
H -2.9288 0.6173 -0.2312
H -3.0386 -1.1119 -0.4397
H -1.3918 -0.4698 1.9954
H -3.1309 -0.6493 2.2804
H -2.5921 0.8807 1.8115

Per-atom natural (NBO) charges, elementary charge units: -0.38, -0.22, -0.25, -0.14, -0.46, -0.42, -0.62, 0.18, 0.21, 0.20, 0.19, 0.19, 0.22, 0.23, 0.21, 0.21, 0.20, 0.22, 0.21

(10)
Below is one molecule with the formula C7H12, with properties calculated with ωB97M-V with the def2-TZVPD basis set.

For the LUMO energy, the calculation gives 0.50 eV. The orbital gap is 8.38 eV. The energy relative to the best compared isomer or geometry (same formula, charge and spin) is 3.180 eV. As for the multiplicity: 1. The largest force on an atom comes out at 0.39 eV Å⁻¹. The molar mass is 96.2 g mol⁻¹.

CARTESIAN COORDINATES (ANGSTROEM)
C -1.8370 -0.0206 0.5562
C -1.0519 -0.3199 -0.7507
C -0.6692 1.0545 -1.1762
C 0.6450 1.4559 -0.6114
C 1.3102 0.7007 0.5593
C 1.0657 -0.8287 0.5647
C 0.1318 -1.2802 -0.5617
H -2.6831 0.6419 0.3533
H -2.2201 -0.9562 0.9761
H -1.2135 0.4575 1.3189
H -1.7774 -0.7536 -1.4510
H 0.6838 -1.3170 -1.5124
H 1.2555 1.3760 -1.5352
H 0.6396 2.5364 -0.4236
H 2.3844 0.9185 0.5627
H 0.9217 1.1320 1.4897
H 0.6230 -1.1217 1.5245
H 2.0143 -1.3729 0.4933
H -0.2228 -2.3024 -0.3765

Per-atom natural (NBO) charges, elementary charge units: -0.61, -0.40, 0.21, -0.61, -0.42, -0.41, -0.40, 0.23, 0.23, 0.21, 0.22, 0.20, 0.27, 0.24, 0.21, 0.20, 0.20, 0.21, 0.21

(11)
Below is C7H12 as an isolated structure, with properties calculated with ωB97M-V with the def2-TZVPD basis set.

For the LUMO energy (alpha / beta), the calculation gives -5.14 / -6.71 eV. The orbital gap (alpha / beta) is 8.55 / 8.50 eV. The energy relative to the best compared isomer or geometry (same formula, charge and spin) is 1.735 eV. As for the multiplicity: 2. Its total charge is +1. The largest force on an atom comes out at 2.34 eV Å⁻¹. The molar mass is 96.2 g mol⁻¹. The expectation value of S² is 0.78.

CARTESIAN COORDINATES (ANGSTROEM)
C 2.4045 0.2640 -0.7085
C 1.3163 -0.2676 0.2296
C 0.0954 0.5209 -0.0916
C -0.9818 0.1538 -0.8759
C -1.4147 -1.2910 -0.9392
C -1.2625 0.6687 2.0286
C -0.7810 1.1744 0.8440
H 2.0335 0.3080 -1.7325
H 3.3963 -0.1716 -0.6569
H 2.5511 1.3100 -0.4076
H 1.5896 -0.2242 1.2847
H 1.1878 -1.3494 0.0594
H -1.7432 0.8129 -1.2772
H -2.4658 -1.5338 -1.0799
H -0.8809 -1.8942 -0.2088
H -1.0235 -1.5773 -1.9438
H -0.8908 -0.2856 2.3727
H -2.0944 1.1792 2.4965
H -1.0359 2.2030 0.6065

Per-atom natural (NBO) charges, elementary charge units: -0.59, -0.48, 0.17, 0.06, -0.69, -0.21, -0.24, 0.22, 0.25, 0.22, 0.25, 0.24, 0.27, 0.28, 0.24, 0.29, 0.21, 0.24, 0.27

Number 4 is which compound? C7H12

The lowest energy relative to the best compared isomer or geometry (same formula, charge and spin) belongs to which entry? number 5

Which formula does entry 8 have? C7H12